Molecular formula: C10H16BrP
Method: DFT, ωB97M-V/def2-TZVPD

```
28
Properties=species:S:1:pos:R:3:forces:R:3
C -3.1500 1.9322 -0.4914 -0.139 0.109 0.013
C -2.0819 1.6784 -1.6642 -0.976 0.409 -0.295
P -1.2614 -0.0194 -1.5043 1.935 1.584 0.619
Br -3.2175 -1.1329 -2.1017 -0.761 -0.499 -0.323
C 0.4257 0.7442 -0.9126 1.460 -0.367 1.159
C 1.1308 -0.4188 -0.0295 1.169 -1.694 0.349
C 1.3297 -1.7836 -0.7881 1.251 0.272 4.082
C 1.9486 -2.9755 -0.0276 -0.839 3.723 1.410
C 2.3546 -2.7780 1.4476 -1.118 2.155 -1.233
C 2.1758 -1.4426 2.2071 -1.290 -0.266 -3.962
C 1.5483 -0.2373 1.4528 0.328 -2.580 -1.191
C 1.3249 1.1524 2.2239 -0.142 -0.759 -0.152
H -2.6198 1.9971 0.5312 -0.777 0.130 -1.631
H -3.7041 2.9142 -0.7375 0.955 -1.495 0.628
H -3.9398 1.1083 -0.3921 1.258 1.112 -0.423
H -2.5856 1.7143 -2.7003 0.631 -0.126 1.689
H -1.3026 2.5104 -1.6208 -0.897 -1.308 -0.085
H -1.2341 -0.7825 -0.2709 -0.501 0.372 -0.956
H -0.6015 -0.5459 -2.6783 -0.799 0.177 0.757
H 0.2486 1.7009 -0.2888 0.336 -1.619 -0.824
H 1.1008 1.0358 -1.8050 -1.022 -0.477 1.378
H 1.0189 -1.8842 -1.8824 0.565 0.157 1.805
H 2.0656 -3.9687 -0.5658 -0.061 1.461 0.984
H 2.7977 -3.6689 1.9959 -0.642 1.372 -0.773
H 2.4680 -1.3138 3.3050 -0.408 -0.361 -1.858
H 1.6115 2.0415 1.5562 -0.332 -1.352 1.120
H 0.2228 1.2698 2.5360 1.577 -0.188 -0.616
H 1.9259 1.1526 3.2056 -0.759 0.057 -1.670
```
Forces are in eV/Å.

2S+1 = 1
Orbital gap = 8.88 eV
Charge = 0
Highest occupied orbital energy = -8.472 eV

Molecular formula: C10H16ClP
Method: DFT, ωB97M-V/def2-TZVPD

```
28
Properties=species:S:1:pos:R:3:forces:R:3
C -1.0034 0.5222 -0.5393 -1.287 -6.038 -1.164
C -0.5798 -0.8814 -0.3902 -4.817 2.876 -2.551
C 0.0015 1.2507 -0.0172 1.031 1.739 2.230
C 0.5879 -0.9856 0.2907 3.261 1.855 1.295
C 1.1195 0.3738 0.4650 0.209 -0.017 -0.399
C -2.3729 0.8558 -1.0945 1.696 -0.405 -0.689
C -1.2966 -2.0084 -0.9815 -1.625 -1.057 -0.375
C -0.0247 2.7305 0.1344 3.074 -0.710 0.729
C 1.3782 -2.1720 0.5212 1.078 0.346 -1.487
C 1.8423 0.6537 1.7556 0.132 1.063 1.432
P 2.5170 0.8015 -0.9884 -0.272 0.135 0.294
Cl 3.9705 -0.5239 -0.3593 0.513 -0.140 -0.373
H -3.0975 0.3226 -0.5294 -0.800 -0.684 0.203
H -2.4988 0.6993 -2.1858 0.174 -0.295 0.635
H -2.5584 1.8688 -0.9386 -0.430 1.905 0.256
H -1.1683 -1.8963 -2.1145 -0.983 -0.447 1.352
H -2.3933 -2.0359 -0.5593 1.682 0.160 -1.470
H -0.8992 -3.0076 -0.7013 0.058 0.701 -0.165
H 0.7332 2.9418 0.9683 -1.492 0.331 -0.855
H -0.9883 3.1768 0.2465 -0.485 0.259 0.233
H 0.4902 3.1005 -0.7568 -0.228 0.571 -0.103
H 2.2530 -1.8320 1.0064 0.909 -0.273 0.885
H 1.7689 -2.6869 -0.3949 -0.574 0.378 0.305
H 0.8396 -2.8520 1.0842 -0.928 -1.755 1.225
H 2.3447 -0.2178 2.2757 0.198 1.152 -1.316
H 1.1876 0.9544 2.5669 -1.026 -0.095 0.018
H 2.3798 1.6284 1.6480 0.726 -1.226 0.127
H 1.7617 -0.0300 -1.8399 0.209 -0.331 -0.275
```
Forces are in eV/Å.

2S+1 = 3
Orbital gap (alpha / beta) = 5.58 / 6.85 eV
Charge = 0
Highest occupied orbital energy (alpha / beta) = -4.773 / -8.543 eV

Molecular formula: C10H16N3O
Method: DFT, ωB97M-V/def2-TZVPD

```
30
Properties=species:S:1:pos:R:3:forces:R:3
C -1.3235 3.9404 1.2533 0.131 0.147 -0.875
C -1.4416 3.0594 0.2271 0.111 0.741 0.189
C -1.6547 1.9414 2.0972 -0.175 0.084 0.186
C 0.3079 -0.0197 0.7236 -3.750 2.016 -0.237
C 3.1070 -1.4740 -0.7042 -0.094 -0.059 0.003
C 2.1440 -1.7452 -1.8657 0.101 0.044 -0.005
C 2.1892 -1.4786 0.5058 0.425 -0.147 0.252
C 0.7969 -1.1450 -1.4245 -0.438 0.041 -0.576
C -2.5615 -0.4850 0.5726 -0.169 0.310 -0.001
C -1.6817 0.6198 0.0690 2.999 -2.195 -0.187
N -1.4677 3.2328 2.4053 -0.083 -0.549 0.184
N -1.6688 1.8161 0.7694 -0.248 0.803 0.902
N 0.9704 -0.8397 -0.0118 0.859 -0.637 0.075
O 0.4247 0.4733 1.8062 0.639 -0.404 0.176
H -1.1465 4.9973 1.2339 -0.004 0.112 0.033
H -1.3932 3.2225 -0.8302 -0.003 -0.026 -0.149
H -1.8311 1.1617 2.8079 0.031 -0.114 0.050
H 3.8808 -2.2322 -0.6273 0.088 0.011 -0.006
H 3.5831 -0.4992 -0.8120 0.001 0.007 0.028
H 2.4973 -1.2920 -2.7902 -0.074 -0.085 -0.021
H 2.0460 -2.8173 -2.0287 -0.035 0.011 -0.024
H 1.9392 -2.5002 0.8126 0.057 0.097 0.011
H 2.5715 -0.9302 1.3673 -0.105 -0.042 -0.092
H 0.5599 -0.2299 -1.9697 -0.017 -0.070 0.056
H -0.0208 -1.8562 -1.5603 0.016 0.074 -0.029
H -2.4062 -1.3796 -0.0218 0.040 -0.066 -0.045
H -2.3542 -0.7293 1.6106 0.025 -0.087 0.107
H -3.6128 -0.2049 0.4885 -0.135 -0.047 0.032
H -1.6713 0.7693 -1.0026 -0.165 0.183 0.015
H -1.4274 3.6160 3.3381 -0.027 -0.152 -0.054
```
Forces are in eV/Å.

2S+1 = 1
Orbital gap = 9.30 eV
Charge = +1
Highest occupied orbital energy = -11.884 eV

Molecular formula: C10H16NS
Method: DFT, ωB97M-V/def2-TZVPD

```
28
Properties=species:S:1:pos:R:3:forces:R:3
C 5.0841 -1.8002 -0.0829 -6.233 7.438 2.328
C 4.2794 -0.6560 0.1989 5.364 -6.725 -2.844
C 3.5923 0.8374 0.1085 2.437 -1.335 0.191
N 2.0892 0.7473 -0.0379 -1.429 4.852 2.456
C 1.4776 1.9215 0.4163 -2.143 -3.964 -1.905
S -0.3722 1.7317 0.1768 2.456 0.903 0.099
C -0.4043 0.0784 -0.7025 1.680 0.145 -0.567
C -1.5854 -0.8450 -0.0381 0.021 -0.664 -0.238
C -1.6912 -0.7359 1.5944 0.593 -0.480 -0.132
C -2.9767 -0.4990 -0.8451 0.360 0.038 -0.209
C -3.7266 0.8772 -0.3630 -0.686 0.079 -0.467
C 1.1707 -0.3464 -0.5378 0.621 -3.248 -0.426
H 5.5002 -2.9102 -0.0832 -1.051 3.008 0.114
H 4.0289 1.5133 -0.7648 -0.822 -1.912 1.621
H 3.8498 1.4142 1.1114 -0.696 -1.444 -2.044
H 1.9641 2.8852 0.8748 -0.790 -2.242 -1.009
H -0.5325 0.1987 -1.8588 -0.243 0.112 2.300
H -1.3350 -1.9834 -0.2876 -0.319 2.471 0.418
H -2.3391 -1.6406 1.9647 1.127 1.918 -0.688
H -2.1291 0.2821 1.9748 0.831 -2.098 -0.807
H -0.6126 -0.8826 2.0716 -2.243 0.366 -0.987
H -2.6614 -0.3583 -1.9878 -0.907 -0.468 2.425
H -3.6869 -1.4479 -0.7703 1.460 2.193 -0.080
H -3.8082 1.0205 0.7958 0.244 -0.478 -2.224
H -3.2079 1.8498 -0.8150 -1.107 -2.147 0.918
H -4.8460 0.8256 -0.7747 2.553 0.292 0.857
H 1.1647 -1.2982 0.1685 0.474 2.211 -0.922
H 1.7141 -0.7793 -1.5070 -1.552 1.178 1.821
```
Forces are in eV/Å.

2S+1 = 1
Orbital gap = 8.25 eV
Charge = +1
Highest occupied orbital energy = -13.085 eV

Molecular formula: C10H16O
Method: DFT, ωB97M-V/def2-TZVPD

```
27
Properties=species:S:1:pos:R:3:forces:R:3
C 3.7462 2.1187 -0.9896 0.020 -0.588 0.879
C 0.4715 0.9001 0.5434 -0.209 0.238 -1.198
C -0.1783 0.5833 -0.6770 1.332 -0.515 1.568
C 1.7684 1.3962 0.4683 0.400 -0.831 -0.238
C 2.4809 1.3212 -0.7366 -0.248 1.192 -1.015
C 0.6104 0.2554 -1.7755 -2.289 0.292 -0.152
C 1.8886 0.7423 -1.8578 0.638 -0.748 0.633
O -1.5195 0.4470 -0.5842 -0.139 -0.152 0.381
H -0.1033 0.6721 1.4303 0.119 0.721 0.309
H 2.3252 1.7714 1.3195 -0.318 -0.069 0.235
H 0.0530 -0.3153 -2.5197 0.589 0.293 -0.483
H -1.9382 0.3008 -1.4242 -0.076 -0.179 -0.710
H 4.5037 1.8943 -0.2296 -0.051 0.291 -0.034
H 3.4994 3.1828 -0.9715 0.243 -0.044 -0.027
H 2.4786 0.5599 -2.7445 0.023 0.134 -0.110
H 4.1770 1.8536 -1.9485 0.008 0.084 -0.184
C -2.1604 -1.8014 1.5411 0.329 0.086 1.291
C -2.5244 -2.7933 0.4480 -0.554 1.137 -0.153
C -3.1356 -1.9411 2.7321 1.189 -0.386 0.568
H -1.1016 -1.9698 1.8154 -0.449 -0.425 0.433
H -2.0994 -0.7288 1.3910 -0.562 0.036 -1.219
H -2.2517 -3.7767 0.8108 0.044 -0.285 -0.224
H -4.1439 -1.5847 2.5419 -0.052 -0.023 -0.379
H -2.0638 -2.5684 -0.5161 0.136 -0.204 0.090
H -3.6124 -2.7570 0.3168 0.119 -0.204 -0.182
H -3.1818 -2.9722 3.1026 -0.157 0.056 -0.171
H -2.7486 -1.3568 3.5685 -0.087 0.093 0.090
```
Forces are in eV/Å.

2S+1 = 1
Orbital gap = 9.02 eV
Charge = 0
Highest occupied orbital energy = -8.222 eV

Molecular formula: C10H16O
Method: DFT, ωB97M-V/def2-TZVPD

```
27
Properties=species:S:1:pos:R:3:forces:R:3
C 0.8836 -1.7618 0.7685 1.184 4.494 0.715
C 1.7391 -2.9736 0.7677 -0.038 -1.982 -1.193
C 0.1163 -1.3271 -0.4631 -1.942 -3.791 2.364
C 0.6771 -0.5785 -1.4017 0.915 1.559 -2.853
C -1.1948 -1.8299 -0.6210 -0.089 0.720 0.622
C -0.0635 -0.1045 -2.4817 -1.735 -0.335 1.575
C -2.0226 -1.2271 -1.5736 0.066 -1.957 1.874
C -1.4781 -0.3216 -2.3865 2.459 2.273 -4.401
O -2.2863 0.1598 -3.4291 0.570 2.160 -0.953
H 0.1855 -1.4968 1.5830 0.409 -1.193 0.227
H 1.6045 -0.8664 0.8906 -0.749 -1.152 -0.059
H 1.8861 -3.2723 -0.2877 0.406 0.283 0.359
H 1.7424 -0.4583 -1.3716 0.437 0.423 0.022
H -1.5828 -2.6077 0.0802 0.333 0.828 -0.662
H 0.3847 0.4060 -3.3130 -0.029 0.281 -0.156
H -3.0264 -1.5433 -1.7339 -0.666 -0.049 0.035
H -1.9331 0.9948 -3.9525 -0.615 -2.757 2.100
H 1.2429 -3.8362 1.1457 -0.887 -0.782 0.464
H 2.6938 -3.0499 1.2921 -0.028 1.008 -0.060
C 0.3685 3.1165 1.3572 2.364 -1.823 0.915
C -0.3612 3.3716 2.6358 -0.461 -1.175 3.492
H 0.0420 2.2367 0.7901 -0.151 0.412 -0.033
H 0.5051 3.9651 0.7483 -0.319 1.053 -0.897
H 1.4576 2.8914 1.6913 -1.609 0.019 -0.745
H -1.3225 3.9370 2.6603 1.008 0.033 -0.419
H 0.4121 3.7678 3.3797 -1.439 0.225 -0.892
H -0.6700 2.4084 3.2248 0.607 1.223 -1.441
```
Forces are in eV/Å.

2S+1 = 1
Orbital gap = 9.25 eV
Charge = 0
Highest occupied orbital energy = -8.444 eV

Molecular formula: C10H16O
Method: DFT, ωB97M-V/def2-TZVPD

```
27
Properties=species:S:1:pos:R:3:forces:R:3
C 2.2713 0.9427 -2.0423 -0.706 0.414 0.390
C -1.3728 0.3189 -1.0688 0.024 -0.250 -0.044
C -1.6264 1.4204 -0.2704 -0.130 -0.017 -0.004
C -0.1130 0.1510 -1.6237 0.114 0.544 -0.337
C 0.8665 1.1288 -1.4831 0.697 -0.421 0.625
C -0.6643 2.4038 -0.1106 0.095 0.166 -0.157
C 0.5838 2.2434 -0.6975 -0.396 0.430 -0.459
O -2.8775 1.5476 0.2852 -0.200 -0.159 -0.005
H -2.1639 -0.3920 -1.2716 0.020 -0.045 0.208
H 0.1195 -0.7025 -2.2447 -0.154 -0.189 0.018
H -0.9432 3.3344 0.3768 0.166 -0.164 0.156
H -2.8053 1.8605 1.1917 0.060 0.132 -0.080
H 2.4390 -0.0834 -2.3597 0.029 0.074 -0.242
H 2.9923 1.1855 -1.2661 0.151 -0.078 0.070
H 1.2833 3.0768 -0.6642 0.076 -0.263 0.205
H 2.4284 1.6635 -2.8419 0.163 -0.212 -0.316
C 0.6521 -2.4624 1.5213 0.677 0.951 0.570
C 2.0383 -2.9262 1.9877 -0.142 0.000 -0.630
C -0.4909 -3.1037 2.2848 -0.242 -0.627 0.134
H 0.5835 -1.3850 1.7180 0.014 -0.016 -0.173
H 0.6188 -2.5387 0.4338 -0.363 -0.339 0.030
H 2.8220 -2.2782 1.5958 -0.004 0.156 0.027
H 2.2394 -3.9064 1.5542 0.041 -0.223 0.358
H -0.2932 -4.1351 2.5926 0.101 -0.127 -0.435
H -0.6666 -2.6143 3.2420 0.000 0.354 -0.064
H 2.1340 -2.9470 3.0699 -0.053 -0.133 0.108
H -1.4236 -3.0951 1.7210 -0.038 0.042 0.048
```
Forces are in eV/Å.

2S+1 = 1
Orbital gap = 9.38 eV
Charge = 0
Highest occupied orbital energy = -8.558 eV

Molecular formula: C10H16O
Method: DFT, ωB97M-V/def2-TZVPD

```
27
Properties=species:S:1:pos:R:3:forces:R:3
C 0.6660 3.6440 1.5274 1.616 -0.069 -1.776
C 0.9265 2.3288 2.2061 0.665 -1.767 -0.537
C 0.8693 3.5703 -0.0095 -0.882 -0.456 0.915
H 1.4155 4.3585 1.8508 -0.167 0.341 0.594
H -0.3146 4.0287 1.6530 -0.905 0.330 0.691
H 0.9159 2.4109 3.2809 -0.186 -0.172 0.366
H 0.3868 1.4316 1.8586 -1.239 0.759 0.289
H 1.8676 3.2592 -0.2579 0.460 -0.277 -0.149
H 1.8702 1.8298 1.9205 0.586 1.167 0.231
H 0.6767 4.5239 -0.4963 -0.148 -0.003 -0.014
H 0.1446 2.8131 -0.3220 0.187 0.108 -0.631
C -2.5584 -0.3737 -2.0809 0.594 0.876 -0.008
C -0.1501 -0.2742 -1.2614 -0.240 0.518 0.104
C -1.4032 -0.8596 -1.2402 -0.841 -0.705 0.212
C 0.9225 -0.8106 -0.5654 -0.073 -0.362 -0.521
C -1.6059 -1.9396 -0.3784 1.050 -0.275 -0.233
C 0.7424 -1.9420 0.2089 -0.556 -0.221 -0.132
C -0.5486 -2.4335 0.3799 -0.211 0.068 0.347
O 1.8461 -2.6230 0.6359 0.469 0.199 0.603
H -0.0496 0.6581 -1.8085 0.315 -0.183 -0.207
H 1.9193 -0.4734 -0.7653 0.380 0.352 0.192
H -2.2916 -0.2506 -3.1320 0.054 -0.311 -0.038
H -2.8077 0.6449 -1.7637 -0.326 -0.149 0.091
H -2.4882 -2.5626 -0.4139 -0.457 0.462 0.221
H -0.7595 -3.1860 1.1339 0.211 -0.341 -0.315
H 1.7078 -3.0882 1.4732 -0.246 0.127 -0.319
H -3.4242 -1.0191 -1.9945 -0.113 -0.015 0.024
```
Forces are in eV/Å.

2S+1 = 1
Orbital gap = 9.27 eV
Charge = 0
Highest occupied orbital energy = -8.448 eV